# 1
This record from the Open Molecules 2025 dataset describes C18H17F2N7S in the gas phase in a non-equilibrium geometry. The level of theory is wB97M-V/def2-TZVPD.

Geometry as XYZ:
```
45
Properties=species:S:1:pos:R:3
H -2.95535 0.43733 2.93713
C 6.88618 -2.31550 -2.69472
N 3.11874 -2.58806 -0.19306
C 1.01671 -0.21639 -0.05243
H -4.21728 3.49103 4.13752
H 4.22289 0.42389 -0.56233
C 6.00394 -1.37317 -1.93429
N -0.18763 0.40196 0.00685
C -3.25884 1.52763 4.70863
N 3.58320 -3.78309 -0.79596
S 0.45594 4.18570 -0.30037
C -4.76850 2.99937 1.45191
C -1.42033 2.55032 0.13352
H -5.14422 3.22743 0.40131
H 0.99571 -1.35472 -0.00729
H 6.18134 -0.35119 -1.85215
H -3.34392 2.25159 -0.61284
C -2.78257 1.94793 0.30503
H -2.48208 3.63903 4.76304
N -3.33892 2.60589 1.54750
N 3.51303 -0.21567 -0.29958
C 0.99446 2.45509 -0.28984
H 3.11805 2.34740 -0.54788
H -5.00451 3.82386 2.13973
C 2.23036 1.80749 -0.40424
N -1.19759 3.85297 -0.03835
C 2.27403 0.44876 -0.26496
C 4.95808 -1.97254 -1.33138
H -1.41743 0.74910 3.75245
C 6.67278 -3.65042 -2.93326
H 5.33954 -5.24721 -2.25737
F -2.50553 1.24012 5.78997
F -4.57122 1.07772 4.69139
C 3.86658 -1.56315 -0.53167
H -1.64577 3.05317 2.62739
H -2.80912 0.94305 0.25802
C -2.46794 1.15784 3.55440
C -2.57393 2.56368 2.84906
C -3.22157 2.98898 4.17066
H -5.40440 2.14752 1.80628
H 7.42603 -4.32448 -3.37512
C -0.22361 1.78088 -0.09449
H 7.72276 -1.70474 -3.01818
C 4.65179 -3.41827 -1.51631
N 5.52308 -4.23515 -2.31076
```

- gap between HOMO and LUMO (eV) = 6.9
- energy above the lowest of the compared OMol25 structures with the same formula, charge and spin (eV) = 2.317

=====

# 2
This record from the Open Molecules 2025 dataset describes a molecular structure, C25H27CoN3O5. The level of theory is wB97M-V/def2-TZVPD.

Geometry as XYZ:
```
61
Properties=species:S:1:pos:R:3
H 0.26782 3.92428 2.95356
H 0.85153 -6.15619 -0.90425
C 0.03792 4.64990 0.94815
C -0.55742 1.39307 6.78784
H 2.81718 0.88664 6.16406
H -0.21680 2.51651 -1.67137
H 2.17643 6.34617 0.83574
C 0.45938 -0.91781 4.23192
C 1.15352 -2.38573 -0.61308
N 0.22037 -0.02012 2.03698
H 0.53107 -1.80829 4.83849
C 1.22640 6.79789 0.54465
H -1.28167 7.82531 1.06388
H -0.64566 2.35960 6.28967
H 1.15031 5.98319 3.16284
C 0.40195 1.42836 3.91264
N 0.00526 1.93560 0.28451
C 0.00902 -4.46413 -0.65176
H 0.86651 -0.46847 8.13979
C -0.11067 2.87416 -0.65597
C -1.17344 -2.43088 -0.35299
H 0.27670 -2.03536 2.39836
H -0.13876 -1.31222 6.96414
O -0.03514 -5.81209 -0.75742
C 0.13870 2.32018 1.55710
H 1.12680 6.70663 -0.53751
C 0.15849 3.65888 1.91467
C 0.26094 1.21056 2.55681
H -0.46397 1.57681 7.85980
O -3.46077 -1.87669 0.00760
N -0.01414 -1.79279 -0.43523
C 0.05305 6.13680 1.28148
Co -0.00482 0.02739 -0.07984
C 0.31661 -1.05376 2.85784
H -2.13952 -4.34566 -0.39367
C 0.75771 -0.70016 7.07935
H 1.89888 2.38816 6.02346
H -1.48140 0.83860 6.61455
H -0.19808 4.92883 -1.18211
C -1.26825 6.76290 0.81367
O 3.44688 -1.76266 -0.74925
C -1.20707 -3.80318 -0.45772
C 2.30352 -1.36606 -0.64456
H 1.26329 7.86108 0.78913
C -2.33227 -1.44874 -0.12381
C 1.93714 1.42092 6.52650
H 1.62382 -1.29275 6.77885
O 1.88710 -0.15055 -0.49593
C 1.21313 -3.75683 -0.72856
C -0.09914 4.22276 -0.36925
H 0.43063 2.43711 4.29708
H 0.21576 7.46305 2.96585
C 0.21096 6.38831 2.78051
C 0.66013 0.60295 6.28768
O -1.93446 -0.21663 -0.08577
H -1.39905 6.67155 -0.26515
H -2.12153 6.28575 1.29902
C 0.50609 0.34877 4.79222
H -0.61380 5.95823 3.35276
H 2.16891 -4.24549 -0.87358
H 2.06388 1.60473 7.59502
```

- spin multiplicity = 2
- gap between HOMO and LUMO (alpha / beta) (eV) = 8.2 / 8.1

=====

Calculated energy (Eh), listed in the same order as above: -1677.1701; -2892.2370